Here is a single C26H27N5O4 molecule from OMol25. Energies are from wB97M-V/def2-TZVPD.

Each line ends with the Mulliken charge.
Cartesian coordinates (Å):
C -3.40 -1.79 -1.83  -1.8712
C -2.71 -0.48 -1.82  0.0546
C -1.35 -0.22 -1.93  1.0464
C -0.27 -1.20 -1.96  -0.0228
O -0.37 -2.20 -2.81  -0.6019
C 0.77 -1.13 -1.07  -0.5550
C 1.71 -2.21 -0.94  0.5714
O 1.80 -3.18 -1.68  -0.7972
C 2.49 -1.93 0.33  0.3815
O 3.39 -2.59 0.82  -0.6908
N 2.01 -0.77 0.83  0.5302
C 2.44 -0.20 2.08  -1.3078
C 3.27 1.09 1.92  -0.6204
N 4.68 0.86 2.17  -0.0121
C 5.32 0.08 1.12  -0.0921
C 6.78 -0.18 1.51  -0.8353
O 7.48 1.03 1.71  -0.3817
C 6.86 1.79 2.71  -0.6854
C 5.41 2.11 2.35  -0.5454
C 0.94 -0.16 0.06  0.8114
C -0.34 -0.02 0.85  -0.1634
C -0.86 1.23 1.17  -0.4975
C -2.09 1.29 1.80  -0.6062
C -2.75 0.11 2.11  -0.3427
C -2.13 -1.08 1.78  -0.6895
N -0.96 -1.15 1.16  -0.3253
C -1.24 1.19 -1.90  -0.8155
N -2.43 1.74 -1.78  -1.0192
N -3.31 0.73 -1.70  1.0991
C -4.67 1.03 -1.50  0.0947
C -5.45 0.28 -0.63  0.0526
C -6.78 0.62 -0.45  -0.8942
C -7.32 1.70 -1.11  -0.4027
C -6.53 2.46 -1.96  -0.6223
C -5.21 2.13 -2.15  -0.3197
H -2.86 -2.47 -2.47  0.4705
H -4.42 -1.68 -2.19  0.4701
H -3.43 -2.22 -0.83  0.2126
H 0.39 -2.83 -2.65  0.4488
H 3.05 -0.95 2.59  0.6835
H 1.56 0.00 2.69  0.3107
H 3.10 1.52 0.92  0.4129
H 2.93 1.82 2.66  0.3777
H 4.82 -0.88 1.03  0.1441
H 5.29 0.60 0.15  0.2573
H 7.30 -0.71 0.71  0.3694
H 6.81 -0.78 2.42  0.3697
H 7.44 2.71 2.81  0.3666
H 6.88 1.24 3.66  0.3551
H 4.95 2.67 3.16  0.3784
H 5.39 2.72 1.43  0.3522
H 1.26 0.83 -0.28  0.5098
H -0.33 2.13 0.92  0.4797
H -2.54 2.25 2.04  0.4402
H -3.71 0.12 2.59  0.4934
H -2.58 -2.04 2.02  0.4550
H -0.37 1.79 -2.00  0.6566
H -5.02 -0.54 -0.08  0.4092
H -7.39 0.03 0.23  0.3784
H -8.36 1.96 -0.97  0.3998
H -6.95 3.31 -2.47  0.3841
H -4.57 2.72 -2.80  0.4899

As for the SMILES: Cc1c(/C(O)=C2/C(=O)C(=O)N(CCN3CCOCC3)[C@@H]2c2ccccn2)cnn1-c1ccccc1. The value obtained for the total energy is -1581.7111 a.u. The value obtained for the HOMO-LUMO gap is 8.58 eV. The calculation puts the highest occupied orbital energy at -8.770 eV. For the strongest force on any atom, the calculation gives 0.0184 Eh/bohr. As for the energy relative to the best compared isomer or geometry (same formula, charge and spin): 2.681 eV.

***

Here is a molecular structure, C26H27NO4P2RhS2 at a distorted geometry from OMol25. Energies are from wB97M-V/def2-TZVPD.

Each line ends with the Mulliken charge.
Cartesian coordinates (Å):
Rh 0.01 -1.08 -0.45  0.6929
O 2.00 -0.72 0.34  -0.5651
S 2.67 -0.58 -1.00  1.4825
O 3.98 -1.15 -1.09  -0.6875
O 1.67 -1.07 -1.98  -0.6684
C 2.74 1.16 -1.25  0.3147
C 3.94 1.77 -1.59  -0.5437
C 3.96 3.14 -1.83  -0.6329
C 2.80 3.88 -1.73  -0.8025
C 1.60 3.26 -1.39  -0.3018
C 1.56 1.90 -1.14  -0.8715
P -0.06 1.17 -0.72  2.3176
C -1.09 1.66 -2.12  0.4405
C -0.95 0.89 -3.28  -0.8265
C -1.68 1.22 -4.41  -0.7589
C -2.54 2.31 -4.39  -0.5603
C -2.67 3.08 -3.24  -0.7818
C -1.94 2.76 -2.11  -0.0316
C -0.60 2.03 0.77  0.4036
C -1.96 2.03 1.11  -0.4295
C -2.37 2.57 2.32  -0.9054
C -1.43 3.12 3.19  -0.6267
C -0.09 3.11 2.86  -0.7814
C 0.33 2.57 1.65  -0.7004
H 4.83 1.16 -1.67  0.5852
H 4.90 3.62 -2.09  0.4256
H 2.81 4.94 -1.93  0.4427
H 0.69 3.85 -1.33  0.4683
H -0.28 0.04 -3.30  0.3944
H -1.57 0.62 -5.31  0.4507
H -3.11 2.56 -5.27  0.4071
H -3.33 3.93 -3.23  0.4451
H -2.03 3.37 -1.22  0.4412
H -2.69 1.59 0.44  0.6565
H -3.42 2.58 2.58  0.4697
H -1.76 3.55 4.13  0.4359
H 0.64 3.54 3.54  0.4631
H 1.38 2.57 1.40  0.4595
S -2.28 -1.29 -0.82  -0.3689
C -2.24 -1.22 0.92  0.3413
C -3.20 -1.31 1.92  -1.0424
C -2.78 -1.14 3.23  -0.1733
C -1.44 -0.90 3.53  -1.1392
C -0.53 -0.84 2.50  -0.5420
N -0.95 -1.01 1.25  1.1463
H -4.24 -1.49 1.67  0.5512
H -3.51 -1.20 4.03  0.4876
H -1.11 -0.75 4.55  0.5085
H 0.53 -0.65 2.64  0.6417
C 2.51 -3.84 0.85  -1.1663
P 0.83 -4.25 0.39  1.1925
C -0.06 -4.61 1.91  -1.1536
C 0.88 -5.76 -0.57  -1.2420
O 0.13 -3.18 -0.42  -0.9976
H 2.90 -4.60 1.53  0.4689
H 2.54 -2.87 1.33  0.2261
H 3.14 -3.80 -0.04  0.3632
H 0.32 -5.52 2.37  0.4468
H -1.11 -4.74 1.67  0.3339
H 0.05 -3.78 2.61  0.2886
H 1.39 -6.55 -0.02  0.4002
H 1.42 -5.56 -1.50  0.3382
H -0.13 -6.07 -0.81  0.3696

The value obtained for the total energy is -2952.2622 a.u. The value obtained for the HOMO-LUMO gap is 8.14 eV. The calculation puts the highest occupied orbital energy at -11.067 eV. For the strongest force on any atom, the calculation gives 0.0267 Eh/bohr. As for the charge: +1. As for the energy relative to the best compared isomer or geometry (same formula, charge and spin): 0.000 eV.

***

Here is a single C26H27NO7 molecule from OMol25. Energies are from wB97M-V/def2-TZVPD.

Each line ends with the Mulliken charge.
Cartesian coordinates (Å):
C -6.64 -1.48 -1.87  -0.9018
O -5.41 -1.73 -1.24  -0.4582
C -4.64 -0.67 -0.88  0.9795
C -4.97 0.67 -1.09  -0.7268
C -4.10 1.67 -0.68  -0.8250
C -2.89 1.36 -0.06  -0.3318
C -1.99 2.43 0.37  0.6730
C -2.45 3.45 1.14  -0.4725
C -1.60 4.51 1.64  -0.0033
O -1.95 5.43 2.33  -0.6376
O -0.27 4.44 1.30  -0.5062
C 0.22 3.47 0.49  -0.1126
C 1.56 3.54 0.15  -0.6255
C 2.12 2.60 -0.70  0.5386
O 3.44 2.78 -0.97  -0.5426
C 4.07 1.94 -1.92  -0.6497
C 4.35 0.51 -1.42  0.5742
O 4.63 -0.38 -2.19  -0.6655
N 4.29 0.38 -0.08  0.0405
C 4.59 -0.85 0.61  -1.7208
C 3.35 -1.68 0.96  0.5389
C 2.73 -2.32 -0.28  -0.4775
C 1.59 -3.25 0.12  -1.5020
C 0.51 -2.48 0.90  1.6794
C -0.52 -3.49 1.35  -0.0727
O -0.50 -4.09 2.38  -0.5856
O -1.47 -3.68 0.42  -0.4243
C 1.12 -1.76 2.10  -1.3285
C 2.28 -0.87 1.69  -0.0625
C 1.32 1.58 -1.22  -0.8704
C -0.01 1.50 -0.87  -0.5194
C -0.59 2.43 -0.01  0.4647
C -2.57 0.02 0.15  -0.3992
C -3.43 -0.98 -0.25  -0.4320
H -7.32 -0.91 -1.22  0.3520
H -6.51 -0.96 -2.82  0.3529
H -7.08 -2.46 -2.06  0.2472
H -5.89 0.95 -1.57  0.4016
H -4.36 2.70 -0.86  0.4995
H -3.48 3.50 1.44  0.5732
H 2.16 4.35 0.54  0.5127
H 5.03 2.41 -2.12  0.3487
H 3.51 1.88 -2.86  0.3958
H 4.05 1.19 0.47  0.3103
H 5.24 -1.43 -0.04  0.5017
H 5.13 -0.60 1.53  0.5595
H 3.69 -2.48 1.62  0.3522
H 2.35 -1.54 -0.95  0.0504
H 3.48 -2.88 -0.83  0.3807
H 1.15 -3.71 -0.76  0.4960
H 1.98 -4.05 0.76  0.4082
H 0.04 -1.77 0.22  -0.2233
H -2.09 -4.37 0.71  0.3363
H 1.47 -2.52 2.81  0.4195
H 0.35 -1.17 2.60  0.5282
H 2.71 -0.39 2.57  0.3613
H 1.91 -0.08 1.03  -0.2723
H 1.74 0.84 -1.88  0.3016
H -0.62 0.72 -1.30  0.6670
H -1.66 -0.23 0.67  0.9899
H -3.19 -2.02 -0.08  0.5145

As for the SMILES: COc1ccc(-c2cc(=O)oc3cc(OCC(=O)NC[C@H]4CC[C@H](C(=O)O)CC4)ccc23)cc1. The value obtained for the total energy is -1588.4714 a.u. The value obtained for the HOMO-LUMO gap is 8.47 eV. The calculation puts the highest occupied orbital energy at -8.579 eV. For the strongest force on any atom, the calculation gives 0.0177 Eh/bohr. As for the energy relative to the best compared isomer or geometry (same formula, charge and spin): 0.114 eV.

***

> Which value of energy relative to the best compared isomer or geometry (same formula, charge and spin) does entry 2 give?

0.000 eV

***

> energy relative to the best compared isomer or geometry (same formula, charge and spin) of number 3 (C26H27NO7)?

0.114 eV